<i>
Entry from OMol25: a gas-phase ion, C3H11N2S (charge +1) (ωB97M-V/def2-TZVPD).

- HOMO level: -0.520 Ha
- Frontier orbital gap: 10.96 eV
- Total charge: +1
- E_LUMO: -3.189 eV
- SMILES: CC[NH2+][C@@H](N)S

Last column: Mulliken charge in e.
Positions of all 17 atoms, in Å:
C (1.800, -0.504, 0.862)  -0.9396
C (1.134, 0.512, -0.090)  -0.3614
C (-1.121, -0.480, 0.120)  -0.1027
N (-1.344, 1.088, 0.749)  -0.6169
N (0.014, -0.065, -0.860)  -0.2584
S (-2.603, -1.111, -0.670)  -0.0955
H (2.892, -0.493, 0.838)  0.3283
H (1.625, -0.300, 1.933)  0.2991
H (1.281, -1.551, 0.734)  0.2438
H (1.913, 0.843, -0.871)  0.3625
H (0.685, 1.431, 0.372)  0.4251
H (-0.581, -1.278, 0.764)  0.2440
H (-1.143, 0.923, 1.727)  0.2363
H (-2.347, 1.319, 0.773)  0.2921
H (0.362, -0.812, -1.570)  0.3933
H (-0.323, 0.662, -1.487)  0.3835
H (-3.102, 0.097, -0.985)  0.1663

=====

<ii>
Entry from OMol25: 3 unconnected molecules or ions with the total composition C3H11N2S (ωB97M-V/def2-TZVPD).

- HOMO level: -0.500 Ha
- Frontier orbital gap: 4.27 eV
- Total charge: +1
- E_LUMO: -9.346 eV

Last column: Mulliken charge in e.
Positions of all 17 atoms, in Å:
N (4.212, 0.015, -0.570)  -0.5940
C (-1.920, -0.672, -0.148)  0.3494
C (-3.118, -1.022, -0.711)  -0.6983
S (1.279, -0.525, 0.697)  -0.0179
C (-1.447, 0.756, -0.208)  -0.6767
N (-1.098, 1.416, 1.071)  -0.2268
H (4.720, -0.365, 0.159)  0.2386
H (4.815, 0.015, -1.399)  0.2524
H (3.393, -0.581, -0.658)  0.1604
H (-1.234, -1.318, 0.416)  0.1644
H (-3.677, -0.236, -1.204)  0.2372
H (-3.522, -2.075, -0.712)  0.2602
H (2.130, -0.637, 1.721)  0.2465
H (-0.510, 0.731, -0.808)  0.3818
H (-2.192, 1.382, -0.750)  0.3505
H (-1.713, 1.440, 1.891)  0.2513
H (-0.118, 1.677, 1.213)  0.3209

=====

Most stable structure, least stable structure: <i>, <ii>.

=====

<i>
Entry from OMol25: a gas-phase ion, C3H11N2S (charge +1) (ωB97M-V/def2-TZVPD).

- HOMO level: -0.473 Ha
- Frontier orbital gap: 8.61 eV
- Total charge: +1
- E_LUMO: -4.270 eV
- SMILES: NCCC[NH2+]S

Last column: Mulliken charge in e.
Positions of all 17 atoms, in Å:
N (2.909, -0.082, 0.464)  -0.6377
C (1.615, -0.024, -0.317)  -0.5588
C (0.386, 0.766, 0.430)  -0.4156
C (-0.950, 0.561, -0.547)  -0.5734
N (-2.177, 0.086, 0.199)  -0.2015
S (-2.843, -1.370, -0.499)  -0.0656
H (3.620, -0.502, -0.208)  0.2826
H (2.796, -0.811, 1.204)  0.2516
H (1.237, -1.108, -0.549)  0.2957
H (1.841, 0.574, -1.324)  0.3060
H (0.198, 0.457, 1.543)  0.3610
H (0.645, 1.929, 0.406)  0.2338
H (-0.677, -0.282, -1.344)  0.3725
H (-1.094, 1.556, -1.146)  0.3006
H (-1.962, -0.114, 1.213)  0.4008
H (-2.905, 0.840, 0.112)  0.4098
H (-2.639, -2.476, 0.363)  0.2380

=====

<ii>
Entry from OMol25: 2 unconnected molecules or ions with the total composition C3H11N2S (ωB97M-V/def2-TZVPD).

- HOMO level (alpha / beta): -0.493 / -0.493 Ha
- Frontier orbital gap (alpha / beta): 5.96 / 5.95 eV
- Total charge: +1
- E_LUMO (alpha / beta): -7.451 / -7.455 eV

Last column: Mulliken charge in e.
Positions of all 17 atoms, in Å:
C (1.123, -2.040, -0.328)  -1.2345
C (-0.647, 1.913, 1.739)  -1.1442
C (0.516, -0.789, -0.910)  0.6241
N (1.291, 0.329, -1.119)  -0.1240
N (0.083, -1.141, -2.263)  -0.5712
S (2.382, 1.043, -0.307)  0.2228
H (1.451, -1.905, 0.687)  0.3978
H (0.442, -2.880, -0.344)  0.3732
H (1.986, -2.335, -1.043)  0.3235
H (-0.522, 2.252, 0.752)  0.2543
H (-1.365, 1.065, 1.911)  0.2325
H (-1.144, 2.681, 2.227)  0.3860
H (-0.467, -0.553, -0.401)  0.2002
H (0.251, 1.942, 2.275)  0.2902
H (-0.863, -1.710, -2.315)  0.2463
H (0.301, -0.483, -3.098)  0.2333
H (2.561, 2.127, -1.284)  0.2897

=====

Most stable structure, least stable structure: <i>, <ii>.

=====

<i>
Entry from OMol25: 2 unconnected molecules or ions with the total composition C2H5NO4 (ωB97M-V/def2-TZVPD).

- HOMO level: -0.415 Ha
- Frontier orbital gap: 10.83 eV
- E_LUMO: -0.463 eV
- SMILES: O=CNC(=O)O.O

Last column: Mulliken charge in e.
Positions of all 12 atoms, in Å:
O (2.007, 0.329, -1.128)  -0.5808
C (0.736, 0.216, -1.112)  0.1901
N (0.016, 0.180, 0.086)  -0.0573
C (0.529, -0.442, 1.234)  0.5096
O (1.812, -0.962, 1.014)  -0.4606
O (-0.068, -0.579, 2.323)  -0.5259
H (0.158, 0.581, -1.934)  0.3142
H (-1.012, 0.230, -0.122)  0.1887
H (2.190, -0.295, 0.407)  0.4180
H (-4.338, 0.668, -1.011)  0.3271
H (-3.062, 0.677, -1.831)  0.2924
O (-3.955, 0.991, -1.814)  -0.6154

=====

<ii>
Entry from OMol25: 2 unconnected molecules or ions with the total composition C2H5NO4 (ωB97M-V/def2-TZVPD).

- HOMO level: -0.390 Ha
- Frontier orbital gap: 11.02 eV
- E_LUMO: 0.397 eV
- SMILES: NC(=O)O.O=CO

Last column: Mulliken charge in e.
Positions of all 12 atoms, in Å:
O (0.633, -1.228, 2.455)  -0.4781
C (0.292, -1.651, 1.397)  0.6030
O (-0.324, -2.842, 1.260)  -0.4385
H (0.445, -1.155, 0.428)  -0.0462
H (-0.513, -2.977, 0.320)  0.3456
N (-0.742, 1.881, -0.516)  -0.4180
C (-0.038, 0.887, -1.138)  0.6637
O (1.297, 1.187, -1.242)  -0.4987
O (-0.495, -0.148, -1.527)  -0.5182
H (-1.736, 1.736, -0.437)  0.2275
H (-0.428, 2.829, -0.629)  0.2182
H (1.610, 1.481, -0.372)  0.3398

=====

Most stable structure, least stable structure: <ii>, <i>.